(1)
A 3-piece molecular cluster, C11H26N2O4PS overall, computed with ωB97M-V/def2-TZVPD.

Calculated values
Total charge: +1

Element x y z (Å)
O1 -5.4219 0.8599 -1.8912
P1 -5.1346 -0.7170 -1.6449
O2 -4.2377 -1.2507 -2.8673
N1 -4.0004 -0.6263 -0.2330
C1 -4.3915 -1.1929 0.9386
C2 -3.4055 -0.9655 1.8175
N2 -2.4507 -0.2741 1.1600
S1 -0.9472 0.3345 1.7817
C3 -2.8095 -0.0705 -0.0999
H1 -4.5991 1.3585 -2.0162
H2 -3.4536 -0.7246 -3.0906
H3 -5.3084 -1.7157 1.1043
H4 -3.3532 -1.2452 2.8484
H5 -0.8189 1.4467 1.0317
H6 -2.2514 0.4661 -0.8399
C4 0.2307 2.6633 -4.4965
C5 -0.6138 2.9317 -3.2647
O3 -0.1491 2.2743 -2.0916
C6 1.1698 2.6140 -1.6696
C7 1.3491 4.0872 -1.3514
H7 0.2856 1.5926 -4.6980
H8 -0.2021 3.1609 -5.3638
H9 1.2507 3.0288 -4.3794
H10 -1.6250 2.5553 -3.4354
H11 -0.7088 4.0065 -3.0848
H12 1.9029 2.2829 -2.4101
H13 1.3553 2.0279 -0.7677
H14 1.1829 4.7184 -2.2241
H15 2.3616 4.2725 -0.9944
H16 0.6447 4.4018 -0.5793
C8 4.4519 -3.8613 2.5179
C9 3.8760 -3.1229 3.7136
O4 3.4248 -1.8100 3.4179
C10 2.4035 -1.7015 2.4542
C11 1.1228 -2.4329 2.8240
H17 5.2795 -3.2982 2.0852
H18 4.8171 -4.8417 2.8226
H19 3.7098 -4.0134 1.7322
H20 4.6511 -3.0029 4.4691
H21 3.0742 -3.7053 4.1806
H22 2.7656 -2.0296 1.4729
H23 2.1950 -0.6328 2.3657
H24 1.2742 -3.5080 2.9178
H25 0.3634 -2.2702 2.0572
H26 0.7402 -2.0706 3.7808



(2)
A single C6H10 molecule, computed with ωB97M-V/def2-TZVPD.

Calculated values
Energy above the lowest of the compared OMol25 structures with the same formula, charge and spin in kcal/mol: 65.3
SMILES string: C1C[C@@H]2C[C@@H]2C1

Element x y z (Å)
C1 0.1142 -0.5136 1.5030
C2 0.5051 -1.1117 0.1823
C3 -0.5499 -0.9860 -0.9153
C4 -0.9109 0.5500 -1.0065
C5 0.2534 1.3627 -0.1973
C6 0.9530 0.2853 0.5388
H1 -0.9222 -0.2466 1.7119
H2 0.6698 -0.8587 2.3706
H3 1.1785 -1.9618 0.1542
H4 -0.1383 -1.3882 -1.8546
H5 -1.4521 -1.5964 -0.7216
H6 -1.9043 0.7167 -0.5984
H7 -0.9817 0.8118 -2.0813
H8 0.5826 2.1449 0.8197
H9 0.7968 1.9961 -0.8905
H10 1.8060 0.7954 0.9851



(3)
C37H33IKN5O5S2 as an isolated structure, computed with ωB97M-V/def2-TZVPD.

Calculated values
Total charge: -2
Energy above the lowest of the compared OMol25 structures with the same formula, charge and spin in kcal/mol: 0.0

Element x y z (Å)
K1 -1.0935 -1.0546 0.4732
C1 2.4514 -0.9894 3.9516
C2 2.1075 -2.3597 3.3772
C3 2.7801 -2.5453 2.0133
C4 0.6120 -2.6137 3.2802
C5 0.1566 -3.8448 2.8008
C6 -1.1940 -4.1060 2.6641
C7 -2.1484 -3.1538 3.0162
C8 -3.6193 -3.4408 2.8590
C9 -1.7022 -1.9275 3.4912
C10 -0.3415 -1.6583 3.6189
H1 3.5362 -0.8783 4.0172
H2 2.0333 -0.8456 4.9505
H3 2.0708 -0.1930 3.3089
H4 2.5125 -3.1241 4.0533
H5 2.3910 -1.8146 1.3003
H6 2.6321 -3.5497 1.6177
H7 3.8590 -2.3840 2.0971
H8 0.8680 -4.5957 2.4764
H9 -1.5059 -5.0461 2.2245
H10 -3.8029 -4.0578 1.9781
H11 -4.1910 -2.5176 2.7546
H12 -4.0139 -3.9773 3.7267
H13 -2.4093 -1.1385 3.7219
H14 -0.0462 -0.6695 3.9409
N1 -2.6259 5.8170 -1.9185
C11 -2.1836 4.9655 -0.8867
C12 -2.8287 3.7524 -0.6710
C13 -2.3763 2.8874 0.3080
C14 -1.2940 3.2387 1.1032
C15 -0.6799 4.4710 0.9324
C16 -1.1236 5.3312 -0.0592
S1 -0.6867 2.0701 2.2895
O1 -0.1139 2.8254 3.3820
O2 -1.8209 1.2159 2.6051
N2 0.3398 1.1077 1.5486
C17 1.5131 1.5163 1.0418
N3 1.9096 2.8112 1.0644
C18 3.0712 3.0930 0.5016
C19 3.8958 2.1464 -0.0817
C20 3.4131 0.8420 -0.0451
N4 2.2565 0.5176 0.4905
H15 -3.0541 5.2895 -2.6691
H16 -1.8775 6.3850 -2.2884
H17 -3.6572 3.4642 -1.3087
H18 -2.8532 1.9266 0.4466
H19 0.1562 4.7297 1.5652
H20 -0.6308 6.2863 -0.2118
H21 3.3645 4.1417 0.5198
H22 4.8440 2.4006 -0.5336
H23 3.9813 0.0190 -0.4741
I1 -4.3572 -0.6109 -1.4562
C21 -3.7600 0.9660 -2.7159
C22 -4.7444 1.6058 -3.4177
C23 -4.4045 2.6922 -4.2522
C24 -3.1037 3.1017 -4.3336
C25 -2.0845 2.4581 -3.5864
C26 -0.7591 2.9507 -3.6099
C27 0.1916 2.3465 -2.8356
C28 -0.1380 1.2212 -2.0465
C29 -1.4023 0.6559 -1.9579
C30 -2.3850 1.3331 -2.7524
H24 -5.7746 1.2868 -3.3332
H25 -5.1805 3.1947 -4.8184
H26 -2.8295 3.9395 -4.9698
H27 -0.5273 3.8145 -4.2261
H28 1.2073 2.7334 -2.8203
H29 0.6791 0.7960 -1.4653
O3 2.4667 -6.6181 -1.6933
S2 2.3803 -5.5730 -0.6951
O4 3.2654 -5.7289 0.4406
N5 0.8714 -5.2780 -0.2379
C31 0.4509 -4.0609 -0.6257
O5 -0.6475 -3.5576 -0.3799
C32 1.4987 -3.2945 -1.4026
C33 1.3835 -2.0406 -1.9745
C34 2.5005 -1.5092 -2.6094
C35 3.6938 -2.2254 -2.6706
C36 3.7962 -3.4960 -2.1110
C37 2.6765 -4.0057 -1.4860
H30 0.4481 -1.4914 -1.9461
H31 2.4356 -0.5218 -3.0510
H32 4.5538 -1.7873 -3.1641
H33 4.7174 -4.0624 -2.1608



| no. | E_HOMO (eV) | F_max (hartree/bohr) | HOMO-LUMO gap (eV) |
| --- | --- | --- | --- |
| 1 | -11.70 | 0.049 | 8.3 |
| 2 | -8.93 | 0.082 | 10.1 |
| 3 | -2.21 | 0.002 | 6.1 |